{"formula": "C4H10N2O", "method": "the ωB97M-V functional and the def2-TZVPD basis", "symbols": ["O", "C", "C", "C", "C", "N", "N", "H", "H", "H", "H", "H", "H", "H", "H", "H", "H"], "xyz": [[3.165, 0.178, -0.197], [2.075, 0.851, -0.312], [0.779, 0.359, 0.388], [-0.042, -0.608, -0.487], [-1.584, -0.589, -0.333], [-2.230, 0.711, -0.218], [1.108, -0.176, 1.699], [1.770, 1.339, -1.256], [0.210, 1.293, 0.441], [0.165, -0.373, -1.538], [0.320, -1.637, -0.363], [-1.996, -1.109, -1.206], [-1.880, -1.209, 0.525], [-1.685, 1.325, 0.373], [-2.274, 1.163, -1.127], [0.292, -0.626, 2.114], [1.807, -0.892, 1.497]], "nbo_charge": [-0.799, 0.003, -0.159, -0.439, -0.213, -0.849, -0.838, 0.043, 0.148, 0.191, 0.192, 0.172, 0.159, 0.359, 0.343, 0.320, 0.367], "lumo_energy_ha": [0.14567, 0.14480], "charge": -1, "multiplicity": 2, "de_lowest_kj_mol": 49.2, "s2": 0.754}

{"formula": "C3H6N2O2", "method": "the ωB97M-V functional and the def2-TZVPD basis", "symbols": ["H", "N", "C", "O", "C", "C", "N", "O", "H", "H", "H", "H", "H"], "xyz": [[-0.239, -1.844, -2.142], [-0.024, -1.138, -1.442], [-0.822, -0.155, -1.525], [-0.782, 0.922, -0.739], [0.364, 1.169, 0.085], [0.396, 0.461, 1.438], [0.073, -0.856, 1.434], [0.727, 1.083, 2.429], [-1.649, -0.052, -2.235], [1.273, 0.906, -0.464], [0.346, 2.240, 0.294], [0.218, -1.353, 2.299], [0.121, -1.382, 0.570]], "nbo_charge": [0.365, -0.767, 0.436, -0.484, -0.177, 0.644, -0.833, -0.605, 0.161, 0.213, 0.226, 0.398, 0.424], "lumo_energy_ha": 0.02919, "multiplicity": 1, "de_lowest_kj_mol": 120.7}

{"formula": "C28H83N15O14", "method": "the ωB97M-V functional and the def2-TZVPD basis", "symbols": ["C", "C", "C", "C", "C", "C", "N", "O", "C", "C", "C", "H", "H", "H", "H", "H", "H", "H", "H", "H", "H", "H", "H", "H", "H", "H", "H", "H", "H", "H", "C", "O", "N", "N", "H", "H", "H", "H", "C", "O", "N", "N", "H", "H", "H", "H", "C", "O", "N", "N", "H", "H", "H", "H", "C", "O", "N", "N", "H", "H", "H", "H", "C", "O", "N", "N", "H", "H", "H", "H", "C", "O", "N", "N", "H", "H", "H", "H", "C", "O", "N", "N", "H", "H", "H", "H", "C", "C", "O", "H", "H", "H", "H", "H", "H", "C", "C", "O", "H", "H", "H", "H", "H", "H", "C", "C", "O", "H", "H", "H", "H", "H", "H", "C", "C", "O", "H", "H", "H", "H", "H", "H", "C", "C", "O", "H", "H", "H", "H", "H", "H", "C", "C", "O", "H", "H", "H", "H", "H", "H"], "xyz": [[29.424, -18.953, -5.869], [28.346, -19.079, -6.932], [29.082, -19.193, -8.291], [28.328, -19.762, -9.474], [27.726, -21.123, -9.052], [26.921, -21.066, -7.741], [27.613, -20.330, -6.659], [26.929, -20.327, -5.442], [25.524, -20.426, -7.954], [26.653, -22.493, -7.291], [27.415, -17.831, -6.947], [29.996, -19.837, -5.586], [28.968, -18.676, -4.909], [30.120, -18.128, -6.044], [29.445, -18.189, -8.520], [29.976, -19.783, -8.070], [29.005, -19.944, -10.310], [27.579, -19.043, -9.816], [28.614, -21.740, -8.889], [27.101, -21.621, -9.792], [25.648, -19.505, -8.536], [24.864, -20.916, -8.677], [24.995, -20.207, -7.030], [27.583, -23.031, -7.090], [26.043, -22.516, -6.388], [26.120, -23.073, -8.046], [26.466, -18.077, -7.414], [27.864, -16.968, -7.438], [27.241, -17.564, -5.902], [26.284, -19.591, -5.418], [24.717, -22.451, -1.633], [24.076, -23.454, -1.300], [25.923, -22.117, -1.121], [24.311, -21.631, -2.636], [26.284, -21.180, -1.291], [26.246, -22.600, -0.303], [23.545, -21.962, -3.195], [24.945, -20.923, -2.970], [27.559, -18.779, -2.423], [26.644, -19.597, -2.199], [27.430, -17.696, -3.227], [28.794, -18.899, -1.918], [28.219, -17.083, -3.350], [26.603, -17.604, -3.788], [29.045, -19.713, -1.374], [29.558, -18.396, -2.349], [28.915, -14.089, -5.352], [29.376, -14.540, -4.302], [29.533, -13.198, -6.148], [27.696, -14.482, -5.829], [30.350, -12.681, -5.880], [29.119, -12.992, -7.036], [27.470, -14.331, -6.794], [27.080, -15.085, -5.300], [32.565, -21.387, -2.386], [33.455, -21.092, -1.578], [31.340, -20.814, -2.373], [32.682, -22.378, -3.290], [31.209, -20.096, -1.681], [30.547, -21.154, -2.884], [33.610, -22.736, -3.436], [31.942, -22.707, -3.884], [31.077, -20.606, 1.279], [30.318, -20.580, 0.301], [32.307, -21.185, 1.194], [30.840, -20.003, 2.461], [32.927, -21.031, 1.965], [32.639, -21.630, 0.353], [29.922, -19.569, 2.564], [31.307, -20.215, 3.321], [24.020, -17.974, -0.090], [24.884, -17.079, -0.056], [22.923, -18.047, 0.721], [24.077, -18.935, -1.019], [22.117, -18.529, 0.369], [22.772, -17.378, 1.453], [24.905, -18.948, -1.599], [23.310, -19.577, -1.074], [27.348, -18.323, 1.620], [28.315, -18.545, 2.350], [26.922, -17.082, 1.256], [26.588, -19.327, 1.091], [26.183, -17.001, 0.577], [27.524, -16.343, 1.572], [26.092, -19.078, 0.251], [26.794, -20.289, 1.311], [32.439, -17.450, -2.064], [31.673, -16.934, -3.283], [30.326, -16.593, -2.961], [33.470, -17.657, -2.366], [31.996, -18.402, -1.780], [32.582, -16.802, -1.199], [31.622, -17.782, -3.970], [32.311, -16.129, -3.652], [30.017, -15.898, -3.592], [27.471, -24.177, 1.438], [28.476, -23.046, 1.570], [27.885, -21.883, 0.974], [27.797, -24.974, 2.111], [27.466, -24.515, 0.404], [26.473, -23.887, 1.769], [29.365, -23.348, 1.011], [28.738, -22.815, 2.606], [28.628, -21.309, 0.725], [28.832, -23.070, -2.109], [28.132, -22.119, -3.066], [29.022, -21.785, -4.146], [28.196, -23.508, -1.337], [29.605, -22.580, -1.514], [29.270, -23.908, -2.655], [27.792, -21.238, -2.512], [27.217, -22.592, -3.430], [28.443, -21.272, -4.730], [23.334, -17.940, -3.292], [23.862, -18.928, -4.348], [25.022, -18.378, -4.974], [22.561, -18.390, -2.670], [22.950, -17.089, -3.857], [24.152, -17.609, -2.654], [23.036, -19.083, -5.047], [24.106, -19.879, -3.877], [24.931, -17.416, -5.089], [26.883, -13.697, -2.088], [25.480, -13.809, -1.528], [25.017, -15.143, -1.745], [26.958, -14.054, -3.114], [27.593, -14.336, -1.554], [27.358, -12.728, -1.917], [24.776, -13.128, -2.008], [25.501, -13.679, -0.443], [25.206, -15.740, -1.010], [24.122, -15.447, -6.799], [24.402, -14.706, -5.514], [25.230, -15.553, -4.688], [25.023, -15.498, -7.413], [23.321, -14.924, -7.321], [23.815, -16.471, -6.589], [23.456, -14.592, -4.974], [24.856, -13.714, -5.541], [25.158, -15.335, -3.737]], "mulliken_charge": [-1.486, 1.860, -1.469, -0.659, -1.335, 1.687, -0.289, 2.593, -1.647, -1.907, -0.399, 0.565, -0.204, 0.537, 0.360, 0.442, 0.463, 0.317, 0.352, 0.389, 0.365, 0.517, 0.007, 0.401, 0.123, 0.490, 0.027, 0.501, -0.713, -0.729, 0.323, -0.791, 0.266, 0.151, -0.558, 0.162, 0.164, -0.639, -2.458, 2.875, 1.843, 1.322, -0.335, -1.067, -0.774, -0.126, 0.583, -0.764, -0.418, 0.081, 0.263, 0.119, 0.288, -0.404, 0.365, -0.773, 0.933, -0.306, -0.714, 0.076, 0.237, 0.173, 0.230, -0.369, -0.314, -0.325, 0.157, 0.138, 0.363, 0.206, 0.565, -0.830, -0.454, 0.255, 0.154, 0.313, -0.711, 0.414, 0.421, -0.881, -0.256, 0.129, 0.239, 0.250, -0.544, 0.320, -1.058, -0.162, -0.467, 0.417, 0.014, 0.310, 0.129, 0.452, 0.207, -1.448, -0.162, -0.231, 0.415, 0.292, 0.296, 0.266, 0.422, -0.040, -0.764, 1.691, -0.735, -0.065, 0.000, 0.397, -1.795, 0.608, 0.004, -1.176, 0.550, 0.244, 0.482, 0.294, 0.023, 0.596, -0.219, -1.089, -0.525, -0.481, -0.458, -0.231, 0.213, 0.505, 0.243, 0.444, 0.332, -1.097, -0.375, 0.871, 0.215, 0.444, 0.162, 0.342, 0.368, -0.400], "lumo_energy_ha": 0.00303, "multiplicity": 1}